*one*
Molecular formula: C5H16N2O2
Method: DFT, the ωB97M-V functional and the def2-TZVPD basis

Properties
SMILES   C[C@@H](N)CNCCO.O
HOMO-LUMO gap   9.2273 eV

Positions of all 25 atoms, in Å:
N 1.9183 -0.8842 -0.1413
C 1.8207 0.6683 -0.1695
C 2.0939 1.3341 1.1512
C 0.3563 1.1357 -0.6257
N -0.2900 0.1785 -1.5420
C -1.4567 -0.5218 -0.9695
C -1.1979 -2.0794 -0.8883
O -1.2652 -2.4980 0.4678
H -0.3924 -2.1860 0.9426
H 1.5233 -1.1581 0.6853
H 1.4751 -1.3867 -0.8699
H 2.4821 0.9741 -0.9094
H 3.1203 1.0201 1.4120
H 1.3556 1.0594 1.9671
H 2.0676 2.4932 1.0071
H -0.2278 1.4232 0.2820
H 0.4264 2.1484 -1.1595
H -0.4043 0.4391 -2.5414
H -2.3782 -0.2835 -1.4690
H -1.6732 -0.1729 0.0859
H -2.0138 -2.6140 -1.4307
H -0.2037 -2.4540 -1.1375
H -1.6242 1.0493 1.9687
H -3.0616 0.8135 2.0840
O -2.4505 1.5017 1.7998

***

*two*
Molecular formula: C5H16N2O2
Method: DFT, the ωB97M-V functional and the def2-TZVPD basis

Properties
HOMO-LUMO gap   7.7497 eV

Positions of all 25 atoms, in Å:
C -2.2102 0.1861 -0.7103
C -1.0272 -0.5467 0.9454
C -1.3112 0.2361 -1.8796
C -0.6256 -1.9346 0.4554
O -3.2330 -0.6950 -0.8197
H -3.7767 -0.6831 -0.0217
H -2.4576 1.1256 -0.2185
H -0.3710 -0.2913 1.7894
H -1.9786 -0.5877 1.4818
H -1.2322 -0.7448 -2.3448
H -0.3201 0.5772 -1.5429
H -1.6650 0.9696 -2.6115
H 0.3147 -1.8867 -0.0955
H -1.3767 -2.3702 -0.2043
H -0.4968 -2.6259 1.2913
C 2.7285 0.2886 0.7323
N 0.7801 1.4224 0.1470
N 3.6797 1.0647 -0.0086
O 1.6109 1.0207 1.2488
H -0.3118 0.4973 0.4194
H 0.4428 2.3342 0.4641
H 4.0698 1.7990 0.5711
H 3.2109 1.5028 -0.7937
H 2.3569 -0.5157 0.0864
H 3.1992 -0.1427 1.6189

***

Relative energies, unit hartree: *one* 0.0000; *two* 0.1413

***

*one*
Molecular formula: C10H16O
Method: DFT, the ωB97M-V functional and the def2-TZVPD basis

Properties
SMILES   Cc1ccc(O)cc1.CCC
HOMO-LUMO gap   9.2527 eV

Positions of all 27 atoms, in Å:
C -0.0001 1.5191 -1.9965
C -0.6864 0.2224 -2.3436
C -1.0007 2.6145 -1.4906
H 0.7899 1.2950 -1.2674
H 0.5644 1.9399 -2.8261
H -1.6379 0.3658 -2.9003
H -0.9133 -0.2481 -1.3887
H -0.9754 2.8589 -0.4330
H -0.7428 3.4817 -2.0958
H -0.3801 -0.4581 -3.1508
H -1.9969 2.2505 -1.7326
C -1.7852 -0.2608 2.2159
C 0.7503 0.1391 1.8350
C -0.4006 -0.6109 1.6830
C 1.9825 -0.1819 1.3203
C -0.2195 -1.8725 1.1321
C 2.0445 -1.3994 0.6434
C 0.9926 -2.3116 0.5913
O 3.2674 -1.7830 0.1582
H 0.6283 1.0474 2.4340
H 2.8706 0.4249 1.3748
H -2.5526 -0.9703 1.9047
H -2.1829 0.6920 1.8951
H -1.0509 -2.5401 1.3561
H 1.0382 -3.3126 0.1925
H 3.2710 -2.5613 -0.4116
H -1.6742 -0.3407 3.3003

***

*two*
Molecular formula: C10H16O
Method: DFT, the ωB97M-V functional and the def2-TZVPD basis

Properties
SMILES   Cc1ccc(O)cc1.CCC
HOMO-LUMO gap   9.2080 eV

Positions of all 27 atoms, in Å:
C -2.9926 1.4497 0.0902
C -0.2315 -0.8782 1.2875
C -1.3714 -0.3678 0.6571
C 0.5898 -0.0200 2.0005
C -1.6748 0.9825 0.6579
C 0.2039 1.3180 2.1109
C -0.9177 1.8158 1.4884
O 1.5763 -0.3979 2.8568
H -0.1844 -1.9600 1.3088
H -2.0685 -1.0868 0.2501
H 1.8304 -1.3242 2.7847
H 0.8202 1.9191 2.7623
H -2.8630 2.3100 -0.5603
H -3.6543 1.7793 0.8952
H -1.3096 2.7873 1.7481
H -3.4846 0.6494 -0.4606
C 1.5574 -1.3945 -1.6313
C 0.4302 -1.0380 -2.6149
C 2.3175 -0.1516 -1.1416
H 1.0842 -1.8246 -0.7469
H 2.2446 -2.1521 -2.0146
H -0.5093 -0.9211 -2.0864
H 3.1584 0.0162 -1.8162
H 1.6733 0.7206 -1.1315
H 0.3233 -1.7969 -3.3869
H 0.6897 -0.1237 -3.1449
H 2.7626 -0.3105 -0.1623

***

*three*
Molecular formula: C10H16O
Method: DFT, the ωB97M-V functional and the def2-TZVPD basis

Properties
SMILES   Cc1ccc(O)cc1.CCC
HOMO-LUMO gap   9.3237 eV

Positions of all 27 atoms, in Å:
C -0.1345 2.3583 -0.1664
C 0.7810 3.5671 -0.3926
C -0.6303 2.2154 1.2594
H -0.9578 2.4473 -0.8905
H 0.3659 1.4403 -0.4801
H 1.6050 3.6045 0.3169
H -1.6680 1.8614 1.3128
H 0.1981 4.4730 -0.2328
H 1.1640 3.5173 -1.4060
H -0.0801 1.4645 1.8304
H -0.5759 3.1484 1.8178
C -0.2062 -0.7141 -2.3673
C -0.9063 -1.9521 1.1429
C 0.1642 -2.8011 1.3789
C -0.8820 -1.1714 -0.0005
C 0.0269 -1.3901 -1.0446
C 1.1420 -2.9581 0.4136
C 1.0405 -2.2999 -0.8076
O 0.2328 -3.6180 2.4805
H -1.7184 -1.8316 1.8534
H -1.5931 -0.3585 -0.0947
H 1.9869 -3.5993 0.6347
H -0.2046 -3.2006 3.2369
H 0.2944 0.2541 -2.4654
H -1.2705 -0.5263 -2.5243
H 1.7245 -2.5880 -1.5986
H 0.1016 -1.3423 -3.2069

***

*four*
Molecular formula: C10H16O
Method: DFT, the ωB97M-V functional and the def2-TZVPD basis

Properties
SMILES   Cc1ccc(O)cc1.CCC
HOMO-LUMO gap   9.2698 eV

Positions of all 27 atoms, in Å:
C 1.0382 2.0884 -1.9563
C 0.5068 0.6539 -1.9365
C -0.8417 0.4986 -1.5988
C 1.3718 -0.4133 -2.0474
C -1.3857 -0.7601 -1.3911
C 0.8371 -1.6775 -1.7440
C -0.4853 -1.8267 -1.3800
O -0.8136 -3.0794 -0.9229
H 1.6763 2.2626 -2.8240
H 1.6062 2.3431 -1.0608
H -1.3797 1.4304 -1.5128
H 2.4013 -0.3819 -2.3669
H -2.4521 -0.8487 -1.2295
H 1.4918 -2.5348 -1.7495
H -1.7814 -3.1824 -0.8310
H 0.2570 2.8525 -1.9766
C -0.6799 -0.0285 2.6420
C -0.2893 1.4871 2.7934
C 0.3163 -0.8088 1.8144
H -0.8431 -0.3613 3.6717
H -1.6771 -0.0570 2.1967
H -0.8110 2.1470 2.1061
H 0.0355 -0.6371 0.7827
H 1.3654 -0.6038 2.0294
H 0.7922 1.4998 2.6702
H -0.4931 1.8222 3.8089
H 0.2372 -1.8844 2.0125

***

Relative energies, unit hartree: *one* 0.0291; *two* 0.0057; *three* 0.0000; *four* 0.0110